Entry 1:
{
  "formula": "C31H53AsBIrN4O4S2Si",
  "method": "ωB97M-V/def2-TZVPD",
  "multiplicity": 2,
  "charge": 1,
  "e_above_lowest_ev": 2.634,
  "e_lumo_ev": [-5.497, -5.207],
  "homo_lumo_gap_ha": [0.16381, 0.15996],
  "e_homo_ev": [-9.95, -9.56],
  "elements": ["Ir", "As", "S", "S", "Si", "O", "O", "O", "O", "N", "N", "N", "N", "C", "C", "C", "C", "C", "C", "C", "C", "C", "C", "C", "C", "C", "C", "C", "C", "C", "C", "C", "C", "C", "C", "C", "C", "C", "C", "C", "C", "C", "C", "C", "B", "H", "H", "H", "H", "H", "H", "H", "H", "H", "H", "H", "H", "H", "H", "H", "H", "H", "H", "H", "H", "H", "H", "H", "H", "H", "H", "H", "H", "H", "H", "H", "H", "H", "H", "H", "H", "H", "H", "H", "H", "H", "H", "H", "H", "H", "H", "H", "H", "H", "H", "H", "H", "H"],
  "positions_angstrom": [[0.03846, -1.04236, 0.80039], [-2.47844, 1.96604, 1.21559], [-1.54914, -2.97196, 0.89149], [-0.41304, -0.55046, 3.31899], [-0.36594, 0.74114, -1.81941], [-1.36324, 0.89044, -3.07751], [0.68136, 1.97404, -1.93611], [-1.05404, 0.58654, -0.35161], [0.33046, -0.75846, -1.84581], [-0.87384, -3.09966, 4.20759], [1.21436, -2.44246, 4.37569], [-3.03274, -2.23446, 3.07309], [-3.73004, -1.40546, 1.16199], [-1.11114, -2.14036, -3.21711], [-3.63784, 1.50164, -2.75951], [0.31906, -1.84076, -2.76701], [2.02556, 2.23484, -1.55401], [-0.03084, -2.09056, 3.97209], [2.14206, 2.30064, -0.03151], [1.14666, -3.71406, 4.86559], [5.30486, -0.24016, 1.81989], [-0.14744, -4.11426, 4.75249], [1.20916, -1.49256, -3.95961], [-1.09054, 3.32314, 1.11399], [2.40676, -1.65206, 4.25859], [-2.81504, 1.98614, 3.17319], [6.67086, -0.05946, 1.78559], [5.41806, -1.38856, -0.30871], [2.05466, -1.23586, 0.91019], [6.78636, -1.20966, -0.32061], [-2.79864, -2.18756, 1.75589], [-4.08554, 2.99864, 0.66899], [2.40256, 3.58474, -2.17651], [2.93836, 1.13504, -2.09221], [-3.80264, -1.13126, -0.24621], [-2.47784, 1.76904, -4.98601], [-4.11084, -1.44786, 3.31819], [0.89166, -3.06006, -2.03741], [-2.32534, 1.86054, -3.46401], [4.66416, -0.91736, 0.77349], [-1.88404, 3.26974, -3.08041], [-4.55524, -0.93316, 2.13859], [3.26936, -1.09926, 0.82389], [7.41766, -0.55416, 0.72599], [-2.42524, -3.18326, 4.13309], [-0.30574, 3.09004, 1.82929], [-1.50274, 4.30634, 1.33719], [-3.25324, 2.45934, -5.31071], [0.36826, -3.20756, -1.09211], [-0.90494, 3.46394, -3.50781], [3.39996, 3.87664, -1.85561], [2.22386, -1.30266, -3.62031], [-2.87954, -0.63616, -0.56211], [7.16016, 0.46474, 2.59019], [-2.71124, -4.29716, 3.82559], [2.38656, 3.50934, -3.26091], [2.62866, 0.18034, -1.67181], [-3.72464, 1.43664, 3.40409], [-2.59384, 4.00444, -3.45651], [2.90226, -1.57476, 5.22699], [2.00466, -4.22626, 5.24749], [-2.84234, -2.84006, 5.18969], [-1.98324, 1.53224, 3.70379], [3.08766, -2.11416, 3.54439], [-5.39324, -0.30146, 1.92529], [-4.40954, 2.23044, -2.98851], [-0.60444, -5.04176, 5.02589], [1.22756, -2.32666, -4.65431], [-2.74714, 0.75944, -5.28771], [1.73756, 3.23664, 0.34159], [1.59166, 1.46314, 0.40079], [-1.12294, -3.01596, -3.86011], [-0.65694, 3.33134, 0.11899], [0.77136, -3.94796, -2.65001], [2.86436, 1.09294, -3.17651], [-4.25234, 3.77284, 1.41289], [1.94716, -2.91466, -1.82401], [-4.48054, -1.30916, 4.31299], [-3.94564, 3.45734, -0.30491], [3.18416, 2.22224, 0.26529], [-1.73204, -2.32996, -2.34351], [8.48866, -0.42986, 0.71719], [-4.96154, 2.35444, 0.63569], [-3.97384, 0.51724, -3.07921], [-3.91104, -2.05936, -0.80671], [-1.80414, 3.35064, -1.99641], [-2.92314, 3.02394, 3.48389], [4.92686, -1.89296, -1.12701], [0.83266, -0.60786, -4.46381], [7.36686, -1.59046, -1.14551], [-1.54404, 2.03994, -5.47061], [-4.65304, -0.48126, -0.44761], [2.13446, -0.66256, 3.89589], [1.69196, 4.35224, -1.87621], [-1.51544, -1.28646, -3.75041], [3.97086, 1.32884, -1.81051], [-3.45574, 1.48234, -1.68291], [4.71636, 0.13194, 2.64589]],
  "forces_ev_per_a": [[-0.044, 1.035, -0.227], [-1.163, -0.293, 0.671], [1.798, 1.121, -0.153], [0.477, -0.089, -2.678], [0.234, 0.016, -0.121], [0.208, -0.311, 0.099], [-0.287, -0.186, -0.075], [1.125, -1.292, 1.335], [0.420, -0.264, 0.833], [0.609, 0.261, -0.106], [-0.785, -0.450, -0.011], [-0.288, 0.280, -0.478], [-0.033, -0.115, 0.971], [0.247, 0.215, 0.115], [0.423, 0.026, -0.077], [0.122, -0.939, -0.601], [0.743, 0.326, 0.062], [0.207, 0.063, 0.103], [-0.199, -0.060, -0.309], [-0.144, -0.089, -0.041], [-0.096, -0.143, -0.137], [0.235, -0.124, 0.092], [-0.163, -0.045, 0.344], [-0.241, 0.232, 0.040], [0.647, 0.329, -0.040], [0.021, 0.617, -0.323], [0.134, 0.042, 0.074], [-0.112, 0.050, 0.122], [-2.004, -0.199, 0.206], [0.081, -0.051, -0.027], [-0.041, 0.032, -0.126], [0.410, 0.134, 0.427], [-0.190, -0.400, 0.132], [-0.292, 0.120, 0.090], [0.134, 0.171, -0.840], [0.045, 0.005, 0.454], [0.023, -0.021, 0.096], [-0.056, 0.451, -0.103], [-0.742, 0.355, -0.400], [0.583, 0.182, -0.045], [0.106, -0.375, -0.013], [0.010, -0.096, -0.270], [-1.476, -0.253, 0.098], [-0.112, -0.005, 0.009], [0.018, -0.084, 0.052], [0.047, -0.052, 0.068], [0.042, 0.053, 0.067], [-0.063, 0.009, -0.097], [-0.055, -0.089, 0.005], [0.108, 0.135, -0.023], [0.083, 0.051, 0.008], [0.109, 0.038, 0.006], [-0.213, 0.051, 0.032], [0.080, 0.061, 0.115], [-0.010, -0.296, 0.052], [0.026, 0.010, -0.120], [0.112, -0.132, -0.017], [-0.018, 0.018, -0.037], [-0.039, 0.022, 0.066], [-0.105, 0.014, -0.020], [0.182, -0.098, 0.065], [-0.268, 0.051, 0.289], [0.001, 0.034, 0.001], [-0.034, 0.031, -0.016], [-0.102, 0.145, -0.062], [-0.129, 0.092, 0.015], [-0.104, -0.184, 0.066], [-0.014, -0.060, -0.165], [-0.055, -0.086, -0.010], [-0.099, 0.046, 0.130], [0.059, 0.067, 0.168], [-0.025, -0.085, -0.054], [0.020, -0.025, -0.106], [0.016, -0.135, -0.040], [0.023, -0.059, -0.110], [-0.129, 0.211, 0.000], [0.140, 0.012, 0.082], [-0.111, -0.022, 0.166], [0.052, 0.007, -0.106], [0.123, 0.007, 0.093], [-0.115, -0.099, 0.111], [0.119, 0.043, -0.017], [0.011, -0.118, -0.022], [-0.051, -0.112, -0.030], [-0.093, -0.003, 0.072], [-0.035, 0.150, 0.102], [-0.066, 0.044, 0.229], [-0.086, -0.053, -0.029], [-0.059, 0.130, -0.157], [0.069, -0.030, -0.109], [0.115, 0.030, -0.069], [0.074, -0.046, 0.101], [0.075, -0.091, 0.065], [-0.036, 0.052, 0.080], [-0.094, -0.036, -0.109], [0.097, 0.032, -0.009], [-0.133, 0.036, 0.011], [-0.031, 0.052, 0.046]],
  "mulliken_spin": [0.667, 0.060, -0.074, -0.065, -0.014, 0.022, 0.004, 0.258, -0.005, -0.006, 0.002, -0.012, -0.001, -0.002, -0.006, 0.002, -0.010, 0.014, 0.024, -0.005, 0.027, 0.001, 0.001, -0.003, -0.001, 0.025, -0.016, 0.029, 0.013, -0.016, 0.024, 0.005, 0.000, 0.007, -0.020, 0.000, -0.012, 0.004, 0.000, -0.003, -0.002, -0.016, 0.066, 0.032, 0.009, 0.000, 0.002, 0.000, -0.004, 0.000, 0.000, 0.000, 0.012, 0.000, -0.002, 0.000, -0.004, 0.000, 0.000, 0.000, 0.000, 0.000, -0.001, 0.000, -0.002, 0.000, 0.000, 0.000, 0.000, -0.001, -0.017, 0.000, -0.002, 0.000, 0.000, 0.002, 0.000, 0.000, 0.000, -0.002, -0.001, 0.001, 0.000, 0.000, 0.000, 0.002, 0.004, 0.001, 0.000, 0.000, 0.000, 0.000, 0.000, 0.000, 0.001, -0.001, 0.004, 0.001]
}

---

Entry 2:
{
  "formula": "C31H53AsN7OSe2V",
  "method": "ωB97M-V/def2-TZVPD",
  "multiplicity": 4,
  "charge": 1,
  "e_above_lowest_ev": 0.000,
  "e_lumo_ev": [-2.128, -2.133],
  "homo_lumo_gap_ha": [0.26020, 0.26008],
  "e_homo_ev": [-9.21, -9.21],
  "elements": ["Se", "Se", "As", "V", "O", "N", "N", "N", "N", "N", "N", "N", "C", "C", "C", "C", "C", "C", "C", "C", "C", "C", "C", "C", "C", "C", "C", "C", "C", "C", "C", "C", "C", "C", "C", "C", "C", "C", "C", "C", "C", "C", "C", "H", "H", "H", "H", "H", "H", "H", "H", "H", "H", "H", "H", "H", "H", "H", "H", "H", "H", "H", "H", "H", "H", "H", "H", "H", "H", "H", "H", "H", "H", "H", "H", "H", "H", "H", "H", "H", "H", "H", "H", "H", "H", "H", "H", "H", "H", "H", "H", "H", "H", "H", "H", "H"],
  "positions_angstrom": [[3.34406, -2.12071, -1.13257], [-0.86733, 0.29890, -0.67278], [-2.54456, -2.16674, 2.51292], [0.16506, 0.51491, 1.88622], [-1.34409, -1.00403, 2.63715], [2.64683, 0.66069, -0.39794], [-1.26230, 2.08904, 2.02733], [1.46160, 2.12239, 1.67383], [0.20589, 0.98323, -3.27362], [1.41630, -1.30428, 1.86683], [-1.34200, -0.54812, -3.36842], [0.51823, 1.03048, 3.90562], [-1.68351, 2.12288, 3.45525], [-2.00138, -3.82689, 3.26520], [-4.10513, -1.61963, 3.45834], [2.54045, 1.88773, 2.66796], [-0.69847, 3.36074, 1.47963], [3.76494, -2.55893, 5.14661], [-1.03661, -0.20588, -4.69237], [-0.27679, -3.47368, -3.01667], [2.21304, -1.75838, 2.97748], [-0.04651, 0.74773, -4.63317], [1.95763, 1.42836, 4.04267], [4.35115, -1.93394, 4.05056], [-3.05754, -2.48609, 0.70892], [-2.16121, -1.70405, -2.97047], [2.39696, -2.79632, 5.14390], [-0.45241, 2.07762, 4.36619], [1.62034, -2.39476, 4.06150], [2.96885, -0.40111, -0.75834], [0.12516, 4.07104, -3.42288], [-0.59896, 0.20930, -2.52410], [3.58073, -1.53554, 2.96677], [-1.03576, -0.07948, -7.05493], [1.29835, 1.84371, -2.76762], [0.90144, -2.77653, -3.70961], [0.82340, 3.46397, 1.72111], [-1.56942, -0.63209, -5.90457], [0.50329, 1.30241, -5.78242], [-1.66066, -3.03720, -3.51411], [-1.38432, 3.80467, -3.51384], [-0.00623, 0.87008, -6.99538], [0.83896, 3.23633, -2.34986], [0.33972, 0.16713, 4.41490], [1.74095, 3.75587, -2.00996], [-1.20629, 4.22642, 1.89974], [0.77215, -2.78670, -4.80009], [4.04605, -1.08048, 2.09466], [-1.65101, -3.02955, -4.60636], [-1.17637, -4.23610, 2.68966], [0.55250, -2.56884, 4.05027], [0.39160, 1.28305, -7.91519], [3.15941, 2.77359, 2.79511], [1.93011, -3.30654, 5.98077], [1.74700, 1.34323, -1.92667], [2.03888, 1.90198, -3.56186], [-1.60833, 2.82768, -3.95411], [-2.12143, -1.71879, -1.89012], [1.25752, 4.11775, 0.96773], [2.52310, 0.57694, 4.40130], [-0.75275, 1.91139, 5.39727], [0.58835, 3.89162, -4.39836], [-0.18903, -4.54751, -3.18953], [2.05199, 2.21423, 4.78483], [-1.69570, -3.66817, 4.29366], [-2.37840, -1.35151, -5.95255], [-2.30065, 1.24613, 3.63008], [0.27889, 5.12788, -3.19969], [-2.26521, 3.01468, 3.68162], [-4.01294, -3.01711, 0.67280], [-0.20235, -3.32262, -1.93265], [4.37294, -2.86974, 5.98642], [-3.13101, -1.52280, 0.21650], [-1.88069, 4.56148, -4.12745], [1.02636, -1.73983, -3.38400], [-0.88915, 3.34362, 0.41334], [1.02294, 3.91984, 2.68695], [-4.53702, -0.75600, 2.96016], [0.17936, 3.12549, -1.48474], [3.16782, 1.10332, 2.25982], [1.83872, -3.28114, -3.47263], [5.42400, -1.77242, 4.02960], [-3.19390, -1.52859, -3.27178], [-2.84516, -4.51879, 3.23763], [0.04873, 3.04066, 4.32924], [1.28776, 2.04783, -5.74091], [-2.41118, -3.77046, -3.21017], [0.61632, -1.90812, 1.73749], [-2.28433, -3.07759, 0.22782], [1.86238, 1.92821, 0.75076], [-3.83483, -1.36118, 4.47750], [-2.06889, 1.84193, 1.46470], [-4.82953, -2.43774, 3.46425], [1.95706, -1.32478, 1.00358], [-1.84099, 3.83236, -2.51684], [-1.42287, -0.38305, -8.02087]],
  "forces_ev_per_a": [[0.046, 0.153, 0.087], [-0.374, -0.160, -0.180], [0.417, 0.600, -0.105], [-0.738, -1.268, -0.437], [-0.098, -0.096, -0.064], [0.514, -0.041, 0.179], [-0.357, 0.697, 0.356], [0.666, 0.690, 0.070], [0.484, 0.167, -0.138], [0.301, -0.020, 0.337], [-0.198, -0.277, -0.048], [0.054, 0.264, 0.716], [0.577, -0.027, -0.216], [-0.067, -0.194, 0.039], [-0.205, -0.069, 0.041], [-0.645, 0.050, 0.156], [0.297, -0.515, 0.303], [-0.012, 0.035, -0.066], [-0.453, -0.405, 0.361], [0.082, 0.183, -0.091], [-0.266, 0.112, -0.352], [0.426, 0.322, 0.461], [-0.401, 0.131, -0.482], [0.042, -0.016, 0.041], [-0.205, -0.172, -0.065], [0.176, 0.268, -0.253], [-0.046, 0.039, -0.024], [0.141, -0.261, -0.538], [0.059, 0.095, 0.083], [0.017, -0.235, 0.273], [-0.171, -0.149, 0.050], [0.131, 0.056, -0.276], [0.284, 0.022, -0.077], [0.005, 0.010, 0.011], [-0.761, 0.312, -0.373], [-0.129, -0.032, -0.102], [-0.250, -0.501, 0.041], [-0.086, -0.074, -0.027], [0.034, 0.059, -0.117], [0.213, 0.046, 0.028], [0.057, -0.020, 0.011], [0.028, 0.021, 0.076], [-0.011, -0.038, -0.155], [0.156, 0.141, 0.078], [-0.049, -0.023, 0.001], [-0.087, 0.159, 0.067], [0.000, -0.009, 0.154], [-0.064, -0.087, 0.086], [-0.080, -0.035, 0.009], [0.092, -0.042, -0.018], [-0.075, -0.028, 0.010], [-0.032, -0.047, 0.081], [0.103, 0.119, 0.043], [0.047, 0.073, -0.076], [0.022, -0.099, 0.032], [0.023, -0.030, -0.104], [0.026, 0.114, 0.076], [-0.069, 0.030, 0.230], [0.056, 0.104, -0.064], [0.059, -0.176, 0.049], [-0.034, -0.024, 0.141], [0.013, 0.084, 0.035], [-0.004, -0.033, 0.021], [-0.026, 0.152, 0.152], [0.054, -0.021, 0.126], [0.097, 0.046, 0.006], [-0.055, -0.106, -0.047], [-0.003, 0.019, -0.004], [-0.131, 0.147, 0.038], [0.134, 0.051, 0.028], [0.002, -0.013, -0.032], [-0.024, -0.005, -0.035], [-0.021, 0.119, -0.118], [0.064, -0.089, 0.042], [-0.003, -0.143, -0.048], [-0.059, -0.067, -0.180], [0.067, 0.006, 0.118], [-0.041, 0.066, -0.009], [0.023, 0.052, 0.049], [0.066, -0.091, -0.109], [-0.102, 0.065, -0.032], [-0.110, 0.002, 0.004], [-0.042, 0.089, -0.072], [0.071, 0.013, 0.002], [0.098, 0.038, 0.046], [-0.052, -0.068, 0.006], [-0.013, -0.059, -0.025], [-0.081, -0.266, -0.029], [0.076, -0.034, -0.107], [0.134, 0.076, -0.071], [0.006, 0.023, 0.091], [-0.063, 0.063, -0.058], [0.053, 0.107, 0.015], [0.121, -0.159, -0.097], [0.053, 0.007, -0.123], [0.029, 0.026, 0.090]],
  "mulliken_spin": [0.003, 0.038, 0.009, 2.797, -0.039, 0.012, 0.001, 0.004, -0.005, 0.059, -0.006, 0.026, 0.015, 0.001, 0.000, 0.065, 0.002, -0.002, 0.002, 0.000, 0.030, 0.001, -0.001, 0.003, 0.001, -0.020, 0.005, 0.015, -0.009, -0.001, -0.001, 0.036, -0.021, 0.000, 0.001, 0.000, 0.027, 0.001, 0.001, 0.000, 0.001, 0.000, -0.001, -0.003, 0.000, 0.001, 0.000, -0.001, 0.000, 0.000, 0.002, 0.000, 0.007, 0.000, 0.003, 0.000, 0.000, 0.015, 0.002, -0.009, 0.003, 0.000, 0.000, 0.000, 0.000, 0.000, -0.006, 0.000, 0.001, 0.000, 0.000, 0.000, 0.001, 0.000, 0.000, 0.001, -0.004, 0.000, 0.005, -0.020, 0.000, 0.000, 0.000, 0.000, -0.002, 0.000, 0.000, -0.007, 0.000, -0.052, 0.000, 0.010, 0.000, -0.001, 0.000, 0.000]
}